#A
Molecular formula: C4H5Cl
Method: DFT, the ωB97M-V functional and the def2-TZVPD basis

The geometry in XYZ format:
```
10
Properties=species:S:1:pos:R:3:mulliken_charge:R:1
H 1.373 -1.158 0.496 0.245
C -0.386 -0.719 1.283 -0.650
H -0.496 -1.796 1.484 0.288
Cl -1.794 -0.508 -1.912 -0.266
H -1.184 -0.042 1.439 0.371
C 0.865 0.937 0.023 -0.132
C 1.022 1.705 -0.888 -0.058
H -0.885 -0.556 -0.921 0.232
C 0.638 -0.306 0.607 -0.413
H 0.848 2.442 -1.612 0.384
```

SMILES string: C#CC=C.Cl
HOMO-LUMO gap (hartree): 0.3851
Spin multiplicity: 1
HOMO level (eV): -9.8608



#B
Molecular formula: C4H5Cl
Method: DFT, the ωB97M-V functional and the def2-TZVPD basis

The geometry in XYZ format:
```
10
Properties=species:S:1:pos:R:3:mulliken_charge:R:1
H 1.530 0.839 0.343 0.196
C 1.300 0.143 -0.554 -0.677
Cl -1.782 0.708 2.319 -0.198
C 0.132 -0.412 -0.985 0.012
C -0.659 0.213 1.070 -0.138
H 2.247 0.217 -1.147 0.228
H 0.417 -0.006 1.466 0.298
H -2.200 -0.426 -0.468 0.307
C -1.128 -0.105 -0.142 -0.278
H 0.143 -1.170 -1.902 0.251
```

SMILES string: C=C/C=C/Cl
HOMO-LUMO gap (hartree): 0.3372
Spin multiplicity: 1
HOMO level (eV): -8.8118



Quick look at relative energies in hartree: #A 0.0024; #B 0.0000.



#A
Molecular formula: C17H21N3O3S
Method: DFT, the ωB97M-V functional and the def2-TZVPD basis

The geometry in XYZ format:
```
45
Properties=species:S:1:pos:R:3:mulliken_charge:R:1
C 2.618 -5.899 -1.698 -1.440
H 2.177 1.258 -1.133 0.487
H -1.244 4.411 2.858 0.384
N -1.912 -0.118 0.159 -0.079
S -4.060 1.288 0.493 -0.333
H -0.439 3.345 1.695 0.253
H 0.887 -6.040 1.304 0.345
H -0.739 -2.492 0.250 0.486
C -2.469 1.124 0.107 0.192
C -0.324 2.025 -0.633 0.822
C -2.239 3.494 -0.342 -1.887
C 1.559 0.422 -0.841 -0.782
C 1.851 -3.286 -0.294 0.323
O 2.976 -3.443 0.133 -0.625
C -0.390 5.475 1.173 -0.522
O -2.758 5.518 0.864 -0.504
H -3.161 3.679 1.611 0.334
H 0.170 -4.030 -1.152 0.285
C -0.605 -0.394 -0.148 0.283
H 3.479 -5.357 -1.318 0.350
H 0.187 5.184 0.295 0.175
H 1.980 -7.250 0.620 0.442
C -1.043 4.244 1.800 -0.631
N -1.668 2.162 -0.279 0.202
C 1.429 -5.691 -0.761 0.317
H 2.863 -6.955 -1.758 0.427
C 0.219 0.666 -0.543 0.451
C -0.094 -1.689 -0.077 -1.072
H 0.560 -6.233 -1.152 0.367
C 2.065 -0.855 -0.755 -0.834
C 1.742 -6.191 0.648 -1.415
H 3.103 -1.060 -0.964 0.474
C -1.598 6.338 0.777 -0.612
C -2.370 4.175 1.041 0.612
N 1.044 -4.282 -0.722 -0.212
H -3.233 3.436 -0.793 0.400
H -1.747 7.178 1.463 0.327
O 0.326 2.984 -0.990 -0.642
H -1.503 6.735 -0.240 0.301
H 2.384 -5.535 -2.697 0.357
H 2.592 -5.647 1.048 0.318
H -1.585 4.094 -0.976 0.511
H -2.534 -0.861 0.452 0.310
C 1.236 -1.919 -0.388 0.619
H 0.270 5.994 1.865 0.437
```

SMILES string: CC(C)NC(=O)c1ccc2c(=O)n(C[C@H]3CCCO3)c(=S)[nH]c2c1
HOMO-LUMO gap (hartree): 0.3063
Spin multiplicity: 1
HOMO level (eV): -8.6418



#B
Molecular formula: C17H21N3O3S
Method: DFT, the ωB97M-V functional and the def2-TZVPD basis

The geometry in XYZ format:
```
45
Properties=species:S:1:pos:R:3:mulliken_charge:R:1
C -0.905 2.298 -2.674 -0.998
H 1.672 1.466 0.157 0.562
H -2.770 -1.783 0.289 0.439
O 1.533 -4.461 0.704 -0.670
C 0.931 0.857 -1.783 -0.357
N 1.511 -0.470 -1.661 -0.022
C 0.196 2.900 -0.510 -1.122
H -1.862 2.334 -0.748 0.195
C -2.893 0.995 2.232 -0.648
H -1.846 2.297 -3.225 0.392
H 0.011 0.864 0.152 -0.671
C -0.716 -0.037 2.385 1.008
H -0.188 2.903 -3.235 0.390
H 2.439 -0.499 -1.260 0.352
O 3.360 -3.281 1.883 -0.719
C -3.313 -0.005 1.340 -0.682
O -0.215 -1.918 -2.124 -0.641
H -1.298 1.751 3.426 0.423
C -1.112 2.912 -1.292 -0.417
H -1.117 0.257 -2.023 0.236
H 0.040 3.313 0.489 0.388
C -0.237 -2.066 1.118 -0.624
H 2.515 -1.055 2.784 0.507
N 1.796 -2.727 -1.462 -0.196
H 1.332 -3.634 -1.417 0.360
H -0.554 -2.863 0.464 0.472
H 0.932 3.525 -1.021 0.416
C -1.149 -1.056 1.492 0.876
C 1.045 -2.020 1.580 0.202
S 2.215 -3.240 1.027 1.256
C 0.616 -0.053 2.861 -0.874
N 2.748 -2.536 -0.454 -0.353
H -3.580 1.781 2.505 0.406
C -2.463 -1.014 0.981 -0.622
C 0.911 -1.675 -1.750 0.206
H 1.664 1.464 -2.335 0.280
C 0.728 1.475 -0.395 0.401
C 1.491 -1.019 2.451 -0.821
C -1.626 0.979 2.745 -0.639
H -0.239 0.429 -3.537 0.450
H -4.315 0.031 0.938 0.397
H 0.932 0.722 3.544 0.407
C -0.387 0.868 -2.551 -0.564
H 3.644 -2.947 -0.703 0.272
H -1.479 3.936 -1.389 0.347
```

SMILES string: O=C(NNS(=O)(=O)c1ccc2ccccc2c1)NC1CCCCC1
HOMO-LUMO gap (hartree): 0.3233
Spin multiplicity: 1
HOMO level (eV): -8.9039



Quick look at relative energies in hartree: #A 0.0000; #B 0.0502.



#A
Molecular formula: C3H3O2Yb
Method: DFT, the ωB97M-V functional and the def2-TZVPD basis

The geometry in XYZ format:
```
9
Properties=species:S:1:pos:R:3:mulliken_charge:R:1
O 0.983 -0.268 0.106 -0.276
C 2.103 -0.011 -0.105 0.671
O 3.266 -0.094 -0.159 -0.219
C -2.672 -0.506 -0.045 -0.370
C -1.781 0.398 0.024 0.313
H -1.437 1.430 0.072 0.399
H -2.525 -1.585 -0.153 0.335
H -3.695 -0.092 0.043 0.318
Yb 5.758 0.729 0.217 0.829
```

Total charge: +2
HOMO-LUMO gap (spin up / spin down) (hartree): 0.0792 / 0.2176
Spin multiplicity: 2
HOMO level (spin up / spin down) (eV): -12.7513 / -16.4480



#B
Molecular formula: C3H3O2Yb
Method: DFT, the ωB97M-V functional and the def2-TZVPD basis

The geometry in XYZ format:
```
9
Properties=species:S:1:pos:R:3:mulliken_charge:R:1
Yb -2.186 3.186 -0.899 1.738
H 1.242 -0.364 -1.190 0.380
O -1.438 1.075 -0.194 -0.596
C -0.853 0.059 -0.572 0.634
C 1.125 -0.689 0.939 -0.583
H 0.473 -0.927 1.782 0.306
O -1.191 -1.131 -0.647 -0.237
H 2.203 -0.791 1.071 0.313
C 0.623 -0.418 -0.290 0.044
```

Total charge: +2
HOMO-LUMO gap (spin up / spin down) (hartree): 0.2608 / 0.3068
Spin multiplicity: 2
HOMO level (spin up / spin down) (eV): -17.4705 / -18.7313



Quick look at relative energies in hartree: #A 0.0451; #B 0.0000.



#A
Molecular formula: C22H19F6GaN5O7S4
Method: DFT, the ωB97M-V functional and the def2-TZVPD basis

The geometry in XYZ format:
```
64
Properties=species:S:1:pos:R:3:mulliken_charge:R:1
H 4.313 -1.939 -2.307 0.351
H -3.508 -3.874 -2.319 0.427
F 3.294 3.598 1.135 -0.212
F -0.340 2.570 -4.451 -0.253
F 4.003 4.001 -0.868 -0.222
H -1.913 -3.161 -4.116 0.433
C 3.940 -0.927 -2.437 -0.777
C 2.589 -0.668 1.587 0.244
N -0.022 3.072 2.448 -0.603
C -0.876 2.851 -3.263 0.504
S 2.230 -1.100 -2.884 0.912
N -0.951 0.404 0.452 1.723
F -2.187 3.048 -3.441 -0.237
C -3.975 -0.935 1.698 0.014
C 2.907 3.937 -0.104 0.669
N -0.911 -1.120 -1.658 0.443
S -1.213 3.572 -0.024 -0.224
C 1.507 -3.162 2.134 -0.656
H 3.962 -0.370 -1.503 0.107
C 3.063 -1.416 2.660 -0.622
C -1.782 -0.629 0.487 0.351
C -0.970 -1.728 -2.846 -0.020
H -0.917 3.105 2.917 0.277
H -3.411 -2.738 -0.113 0.592
C -0.180 2.411 1.206 0.231
Ga 0.791 -0.149 -0.792 0.544
C -1.902 -2.696 -3.141 -1.178
N 0.044 4.189 -0.956 -0.228
H -2.068 -1.771 4.942 0.412
C -2.788 -3.085 -2.137 -0.522
F -0.740 1.758 -2.489 -0.215
H 4.472 -0.398 -3.223 0.368
F 2.395 5.153 -0.029 -0.183
H -4.513 -0.687 0.791 0.512
O -0.843 5.448 -2.987 -0.721
S -0.030 4.370 -2.505 1.037
H -5.760 -1.255 2.847 0.376
H -4.545 -1.816 4.918 0.377
C -4.677 -1.251 2.855 -0.781
C -2.606 -1.534 4.033 -0.813
C 2.523 -2.663 2.936 -0.604
O 1.329 4.283 -3.003 -0.636
H 0.256 -2.824 0.429 0.281
O 2.142 -1.442 -4.277 -0.642
H 3.853 -1.018 3.285 0.426
H 2.898 -3.249 3.767 0.365
C 1.038 -2.417 1.062 -0.292
N -0.992 1.271 1.388 -1.737
O 2.963 1.483 -0.577 -0.613
C -3.996 -1.558 4.022 -0.405
C -1.814 -1.427 -0.700 0.532
C -2.585 -0.923 1.697 -0.568
H -0.234 -1.433 -3.579 0.454
C -2.747 -2.456 -0.916 -1.135
C -1.907 -1.215 2.882 -0.201
H -0.824 -1.203 2.882 0.308
H 3.012 0.305 1.381 0.305
O 1.542 0.221 -2.565 -0.442
S 1.872 2.454 -0.755 0.432
H 0.346 4.004 2.313 0.309
H 1.073 -4.134 2.340 0.443
O 1.694 -2.109 -1.979 -0.563
C 1.577 -1.164 0.771 0.762
O 1.097 2.131 0.680 -0.212
```

Total charge: -1
HOMO-LUMO gap (hartree): 0.2464
Spin multiplicity: 1
HOMO level (eV): -4.6398



#B
Molecular formula: C22H19F6GaN5O7S4
Method: DFT, the ωB97M-V functional and the def2-TZVPD basis

The geometry in XYZ format:
```
64
Properties=species:S:1:pos:R:3:mulliken_charge:R:1
H -1.747 -0.927 5.383 0.404
H -1.483 -0.855 -3.941 0.102
C 4.056 0.472 -2.034 0.548
F 1.797 -4.416 -3.528 -0.232
H -5.257 -2.273 0.745 0.365
H -0.817 -0.083 -5.405 0.345
S 4.666 -1.303 -1.913 1.064
O 0.238 -2.105 -3.035 -0.502
C -3.359 -2.493 -0.235 -0.701
H -5.013 0.177 1.027 0.406
N -0.282 2.375 -0.312 0.312
C -3.088 0.242 0.084 0.053
C -0.401 3.525 -0.993 0.177
S 1.509 -2.133 -2.306 0.501
O -2.212 1.720 -2.747 -0.585
C -0.014 0.923 3.131 -0.494
C -4.229 -0.397 0.547 -0.738
H -0.336 3.457 -2.070 0.375
O 0.086 1.004 -2.788 -0.674
O 0.924 -2.038 -0.769 -0.684
O -0.707 2.491 -4.539 -0.640
O 4.555 -1.799 -3.261 -0.662
C 0.793 1.628 4.017 0.001
H -1.427 -2.432 -1.156 0.309
C -2.063 -0.476 -0.534 0.264
S -1.109 1.443 -3.645 1.166
H -1.539 -0.569 2.945 0.419
H -3.009 1.319 0.200 0.343
C -2.213 -1.852 -0.689 0.761
H -2.538 0.173 -4.967 0.372
H 1.412 -3.066 2.164 0.267
C -0.273 2.363 1.042 0.976
S 3.307 -1.441 0.500 -0.298
H 1.524 2.327 3.627 0.502
C -1.035 -0.206 5.003 -0.768
F 0.667 -4.570 -1.681 -0.211
C 0.068 1.128 1.667 -0.236
F 2.710 0.561 -1.995 -0.162
N 3.676 -2.095 -1.011 -0.208
H -0.694 5.631 -0.942 0.443
F 4.453 1.018 -3.189 -0.246
C -0.603 4.725 -0.362 -1.061
H -3.457 -3.564 -0.362 0.438
H 1.913 -3.869 0.817 0.295
H -0.633 3.531 2.816 0.534
N 0.503 0.149 0.855 1.555
O 5.980 -1.096 -1.360 -0.728
F 4.527 1.237 -1.043 -0.208
C 1.514 -1.909 0.539 0.546
F 2.824 -4.460 -1.622 -0.170
C -0.563 3.553 1.739 -1.038
H -0.321 0.355 6.950 0.379
C -4.367 -1.770 0.387 -0.519
C 0.681 1.429 5.387 -0.741
C -0.924 -0.005 3.637 -0.193
N 0.882 -0.939 1.378 -1.476
C -0.235 0.514 5.882 -0.389
C -0.725 4.718 1.033 -0.414
C 1.742 -4.016 -2.250 0.681
N 1.262 -3.176 1.169 -0.652
Ga -0.446 0.513 -1.025 -0.372
H 1.319 1.983 6.065 0.378
H -0.937 5.638 1.563 0.419
C -1.530 0.014 -4.590 -0.700
```

Total charge: -1
HOMO-LUMO gap (hartree): 0.2467
Spin multiplicity: 1
HOMO level (eV): -4.9315



Quick look at relative energies in hartree: #A 0.0360; #B 0.0000.